Computed, not measured: the ion C5H10NO with charge +1, with the ωB97M-V functional and the def2-TZVPD basis.

```
17
Properties=species:S:1:pos:R:3:forces:R:3
O 0.626 -0.715 1.515 -0.7 -0.5 0.2
C 1.567 -0.533 0.788 1.1 1.0 0.6
C 1.728 0.644 -0.127 0.3 -0.5 -0.9
C 0.493 1.134 -0.903 -1.0 0.4 -0.9
C -0.527 0.013 -0.987 -0.3 1.9 0.1
C -1.620 0.146 -0.203 1.0 -2.0 0.7
N -1.856 -1.068 0.710 -2.2 0.9 -2.1
H 2.470 -1.145 0.911 0.0 -0.3 -0.1
H 2.189 1.457 0.434 -0.2 0.1 0.4
H 2.519 0.392 -0.834 -0.1 -0.2 -0.1
H 0.014 1.960 -0.367 0.2 0.1 -0.3
H 0.816 1.432 -1.900 0.0 0.3 0.1
H -0.307 -0.775 -1.704 0.3 -0.9 1.2
H -2.293 0.958 0.016 0.9 0.7 0.6
H -2.118 -1.816 0.066 0.5 -0.7 0.5
H -2.678 -0.893 1.282 -0.1 -0.1 0.3
H -1.024 -1.191 1.304 0.3 -0.1 -0.2
```
Positions in Å, forces in eV/Å.

total charge	+1
molecular weight	100.14	g mol⁻¹
LUMO level	-4.245	eV
HOMO energy	-0.498	hartree
Kohn-Sham gap	9.311	eV
energy relative to the best compared isomer or geometry (same formula, charge and spin)	3.014	eV

***

Computed, not measured: the ion C5H10NO with charge +1, with the ωB97M-V functional and the def2-TZVPD basis.

```
17
Properties=species:S:1:pos:R:3:forces:R:3
C -0.606 2.110 -1.270 -2.8 9.0 0.9
C 1.430 0.008 0.539 0.0 1.3 0.6
C 0.249 -1.467 -1.100 -3.0 0.2 -0.4
C -1.041 -0.190 0.803 -0.7 -1.0 2.3
C 0.151 -0.220 -0.182 -0.1 2.5 -3.1
N -0.170 1.068 -1.101 4.5 -8.1 -1.3
O -1.130 1.079 1.452 0.2 -1.7 -3.8
H -0.680 3.245 -1.433 -0.3 -2.6 -0.1
H 1.441 0.727 1.333 -0.5 0.4 0.5
H 2.261 0.324 -0.065 0.1 -0.1 -1.0
H 1.631 -0.929 0.931 1.0 -1.8 1.1
H 1.075 -2.196 -0.939 -0.5 1.0 0.2
H 0.205 -1.068 -2.179 0.2 -0.8 1.6
H -0.750 -2.020 -0.883 1.7 0.4 -0.9
H -0.704 -1.068 1.462 -1.4 1.4 0.0
H -2.077 -0.342 0.280 1.8 0.3 0.2
H -1.284 0.939 2.351 -0.2 -0.3 3.2
```
Positions in Å, forces in eV/Å.

<S²>	2.01
total charge	+1
molecular weight	100.14	g mol⁻¹
LUMO level (spin up / spin down)	-3.336 / -10.307	eV
HOMO energy (spin up / spin down)	-0.347 / -0.593	hartree
Kohn-Sham gap (spin up / spin down)	6.116 / 5.821	eV
energy relative to the best compared isomer or geometry (same formula, charge and spin)	5.049	eV
spin multiplicity	3

***

Computed, not measured: the ion C5H10NO2 with charge -1, with the ωB97M-V functional and the def2-TZVPD basis.

```
18
Properties=species:S:1:pos:R:3:forces:R:3
C 0.681 -0.430 1.181 0.2 -0.4 0.6
C 0.038 0.334 0.003 1.6 1.3 0.6
C -1.260 1.014 0.123 2.6 -2.6 4.5
C -2.485 0.434 0.918 -0.2 0.9 -1.6
O -2.849 -0.767 0.654 -0.1 -1.8 -0.2
N 1.151 0.840 -0.859 -4.3 0.4 2.3
C 2.095 -0.223 -1.471 -0.1 -2.3 -0.4
O 2.578 -1.172 -0.624 -0.5 2.2 -1.5
H 1.184 -1.348 0.828 0.1 0.9 0.0
H -0.039 -0.747 1.907 -0.8 0.1 0.5
H 1.434 0.275 1.685 -1.1 -1.0 -1.1
H -0.856 -0.290 -0.430 -0.4 -1.7 -1.9
H -1.275 2.024 0.285 0.0 3.5 -1.8
H -3.243 1.265 0.687 0.1 -0.3 0.2
H -2.295 0.538 2.013 0.8 0.8 0.2
H 0.519 1.410 -1.439 1.7 -0.1 -1.2
H 1.451 -0.706 -2.289 0.4 0.4 0.4
H 2.823 0.437 -2.003 0.1 -0.2 0.3
```
Positions in Å, forces in eV/Å.

total charge	-1
molecular weight	116.14	g mol⁻¹
LUMO level	1.804	eV
HOMO energy	-0.130	hartree
Kohn-Sham gap	5.347	eV
energy relative to the best compared isomer or geometry (same formula, charge and spin)	8.688	eV

***

Computed, not measured: the ion C5H10NO2 with charge -1, with the ωB97M-V functional and the def2-TZVPD basis.

```
18
Properties=species:S:1:pos:R:3:forces:R:3
C 0.004 2.318 -0.581 -1.1 -0.9 0.5
O 0.448 3.209 -1.436 -0.3 0.3 -0.6
C -0.953 1.143 -1.141 1.6 -0.2 0.5
C -1.322 -0.064 -0.204 0.1 0.0 -0.7
C -0.339 -0.492 0.927 -0.7 1.7 0.0
C 0.371 -1.774 0.768 0.0 -0.9 0.3
N 1.718 -1.721 0.576 0.7 -0.3 -0.2
O -0.184 -2.861 0.894 0.1 0.2 -0.2
H -0.657 2.694 0.274 0.4 0.2 0.1
H 0.843 1.777 -0.085 0.2 -0.3 0.4
H -0.373 0.718 -1.964 -0.1 0.1 -0.3
H -1.856 1.595 -1.541 -0.2 0.0 -0.1
H -2.272 0.105 0.289 -0.3 0.1 -0.1
H -1.456 -0.924 -0.875 -0.3 0.0 0.3
H -0.946 -0.536 1.839 0.3 -0.3 0.0
H 0.347 0.337 1.057 0.3 0.0 0.1
H 2.218 -2.594 0.526 -0.3 -0.1 0.0
H 2.275 -0.906 0.391 -0.5 0.4 0.0
```
Positions in Å, forces in eV/Å.

total charge	-1
molecular weight	116.14	g mol⁻¹
LUMO level	3.504	eV
HOMO energy	-0.090	hartree
Kohn-Sham gap	5.966	eV
energy relative to the best compared isomer or geometry (same formula, charge and spin)	2.196	eV

***

Computed, not measured: a structure of composition C5H10NO2, with the ωB97M-V functional and the def2-TZVPD basis.

```
18
Properties=species:S:1:pos:R:3:forces:R:3
O -3.708 1.128 0.082 0.5 0.0 0.2
C -2.963 0.353 -0.544 -0.5 -0.9 -1.3
O -3.158 -0.849 -0.899 0.5 1.2 0.6
C 1.247 1.392 0.443 -0.4 1.3 -2.9
C 0.342 0.287 0.967 -0.8 0.3 0.4
C 0.228 -0.933 0.103 -0.4 -0.6 -1.1
C 1.604 -1.421 -0.379 -1.0 -1.5 1.0
N 1.676 1.603 -0.861 -2.5 -0.6 3.9
H 0.470 1.591 -0.628 1.2 -0.1 -1.7
H 0.606 0.058 1.993 0.6 -0.1 0.3
H -0.699 0.695 1.114 0.8 0.1 -0.3
H -0.407 -1.674 0.619 0.5 0.1 -0.2
H -0.371 -0.671 -0.791 0.2 -0.1 0.4
H 1.264 2.258 1.100 0.9 0.1 0.8
H 2.245 -1.624 0.460 0.4 0.0 0.8
H 1.582 -2.405 -0.893 -0.2 0.9 -0.3
H -1.988 0.814 -0.996 -0.5 -0.2 0.5
H 2.029 -0.601 -0.889 0.6 0.3 -1.2
```
Positions in Å, forces in eV/Å.

total charge	-1
molecular weight	116.14	g mol⁻¹
LUMO level	3.441	eV
HOMO energy	-0.156	hartree
Kohn-Sham gap	7.698	eV
energy relative to the best compared isomer or geometry (same formula, charge and spin)	4.716	eV

***

Computed, not measured: the ion C5H10NO2 with charge +1, with the ωB97M-V functional and the def2-TZVPD basis.

```
18
Properties=species:S:1:pos:R:3:forces:R:3
O 1.584 1.757 0.351 -1.3 -2.6 0.4
C 0.424 1.475 1.213 1.0 1.1 -0.8
O 0.730 1.970 2.448 -2.5 1.3 -0.3
C 0.035 -0.011 1.281 -0.4 0.7 -3.9
C -0.961 -0.566 0.235 -0.4 0.9 2.4
C -0.511 -1.078 -1.117 1.9 -1.7 -3.7
C -1.026 -2.235 -1.733 -1.1 2.6 6.6
N 0.474 -0.296 -1.757 -1.8 -1.0 0.3
H 1.342 1.473 2.936 1.6 -1.3 0.9
H -0.395 2.090 0.756 0.3 -0.7 0.8
H 0.562 -0.590 2.025 -0.4 -0.4 0.4
H -1.707 0.236 -0.035 0.9 -0.3 0.4
H -1.571 -1.352 0.690 0.3 -0.2 0.1
H -0.674 -2.655 -2.582 1.2 -0.9 -2.6
H -1.644 -2.875 -1.015 0.5 1.0 -1.6
H 1.106 0.274 -1.258 0.5 0.8 0.8
H 0.648 -0.321 -2.751 -0.3 -0.4 0.1
H 1.585 2.703 0.314 0.2 1.1 -0.2
```
Positions in Å, forces in eV/Å.

total charge	+1
molecular weight	116.14	g mol⁻¹
LUMO level	-7.918	eV
HOMO energy	-0.459	hartree
Kohn-Sham gap	4.574	eV
energy relative to the best compared isomer or geometry (same formula, charge and spin)	5.411	eV

***

Computed, not measured: the ion C5H10NO2 with charge +1, with the ωB97M-V functional and the def2-TZVPD basis.

```
18
Properties=species:S:1:pos:R:3:forces:R:3
C 0.795 -1.009 -0.275 -3.3 7.4 -0.3
C 0.503 -1.334 1.120 -0.7 3.6 1.3
C -0.518 -0.181 1.635 4.4 2.0 -0.5
C -0.611 0.953 0.506 -0.5 -4.8 -0.6
C 0.305 0.995 -1.881 -0.6 -2.5 -2.6
N 0.317 0.428 -0.624 1.5 -7.1 5.6
O 1.397 -1.635 -1.165 1.2 -2.1 -1.4
O -1.972 0.952 0.179 0.3 0.8 -0.7
H 0.064 -2.245 1.358 -0.3 -2.0 -0.1
H 1.386 -1.117 1.743 0.1 -0.7 -0.5
H -1.479 -0.459 1.816 -2.6 -1.4 0.2
H -0.117 0.206 2.628 -0.5 -0.2 -1.4
H -0.192 1.848 0.726 0.8 3.0 1.0
H 0.140 1.988 -1.753 -0.6 3.1 0.1
H -0.571 0.524 -2.373 0.5 0.6 -0.6
H 1.216 0.880 -2.470 -0.1 -0.3 0.2
H 1.657 -2.579 -0.962 -0.3 1.2 0.0
H -2.321 1.786 -0.209 0.7 -0.6 0.3
```
Positions in Å, forces in eV/Å.

total charge	+1
molecular weight	116.14	g mol⁻¹
LUMO level	-4.204	eV
HOMO energy	-0.527	hartree
Kohn-Sham gap	10.127	eV
energy relative to the best compared isomer or geometry (same formula, charge and spin)	2.374	eV

***

Computed, not measured: a cluster of 2 separate species, C5H10NO2P in total, with the ωB97M-V functional and the def2-TZVPD basis.

```
19
Properties=species:S:1:pos:R:3:forces:R:3
C 0.470 -2.220 -2.065 -0.5 -0.1 0.7
C -0.509 2.085 0.967 2.4 -3.1 0.5
C -1.817 0.591 -0.640 0.3 1.2 -0.7
C 2.229 -2.556 0.057 1.1 -1.1 3.1
C -0.700 0.619 0.427 -2.3 0.8 0.0
N 0.543 -2.200 -3.207 0.0 0.1 -0.5
O -0.530 -3.197 0.328 -0.7 -0.2 0.5
O 0.536 0.221 0.015 0.4 -3.8 -0.5
P 0.469 -2.355 -0.286 2.3 3.8 -1.0
H -1.367 2.514 1.353 -1.8 0.5 1.3
H 0.367 1.980 1.683 -1.2 0.8 -0.7
H -0.280 2.654 0.115 0.9 0.9 -1.1
H -1.710 1.439 -1.379 -0.1 -0.9 0.6
H -2.785 0.706 -0.109 0.4 -0.1 -0.5
H -1.785 -0.354 -1.199 -0.2 0.2 0.2
H 2.450 -3.698 0.191 -0.5 2.0 -0.3
H 2.996 -2.120 -0.595 -0.9 0.0 -0.4
H 2.458 -2.062 1.100 -0.7 -1.0 -1.8
H -1.213 -0.052 1.140 1.0 0.2 0.8
```
Positions in Å, forces in eV/Å.

total charge	0
molecular weight	147.11	g mol⁻¹
LUMO level (spin up / spin down)	-1.979 / -1.980	eV
HOMO energy (spin up / spin down)	-0.346 / -0.346	hartree
Kohn-Sham gap (spin up / spin down)	7.427 / 7.429	eV
energy relative to the best compared isomer or geometry (same formula, charge and spin)	3.632	eV

***

Computed, not measured: the ion C5H10NO2S2 with charge +1, with the ωB97M-V functional and the def2-TZVPD basis.

```
20
Properties=species:S:1:pos:R:3:forces:R:3
C -1.692 1.094 -0.262 -0.6 -0.2 0.4
C -1.530 0.007 -1.386 -1.2 0.5 -0.3
O -0.279 0.015 -2.085 0.1 -0.4 1.0
C 0.850 -0.144 -1.239 0.8 0.1 -0.8
C 0.867 -1.464 -0.384 -0.3 -0.1 -0.6
O 1.781 -1.248 0.772 -1.9 0.4 1.5
S 0.982 -1.172 2.216 1.6 -0.3 0.8
N 1.474 0.246 3.102 -0.1 0.5 -3.5
C 1.659 1.223 2.288 -0.5 2.5 0.2
S 1.778 2.615 1.488 0.0 -3.6 1.9
H -1.983 2.108 -0.655 0.5 -1.1 0.2
H -0.804 1.235 0.403 -0.6 -0.2 -0.6
H -2.543 0.780 0.412 0.8 0.3 -0.7
H -2.313 0.244 -2.160 0.9 -0.3 0.7
H -1.788 -1.039 -1.042 0.4 1.1 0.0
H 1.742 -0.205 -1.926 -0.9 0.1 0.6
H 1.014 0.789 -0.633 -0.2 -1.1 -0.1
H -0.126 -1.782 0.018 0.7 0.4 -0.5
H 1.291 -2.352 -0.928 -0.3 1.1 0.5
H -0.380 -0.951 2.002 0.9 0.5 -0.7
```
Positions in Å, forces in eV/Å.

total charge	+1
molecular weight	180.27	g mol⁻¹
LUMO level	-5.673	eV
HOMO energy	-0.507	hartree
Kohn-Sham gap	8.112	eV

***

Computed, not measured: a cluster of 2 separate species, C5H10NO3 in total, with the ωB97M-V functional and the def2-TZVPD basis.

```
19
Properties=species:S:1:pos:R:3:forces:R:3
C 1.451 -0.582 -2.479 0.5 -1.0 -2.7
C 1.906 -0.688 -1.073 1.9 2.5 2.0
O 1.628 0.355 -0.349 -0.3 -1.0 -0.4
O 2.708 -1.544 -0.700 -0.4 -1.1 -0.3
H 2.129 -1.199 -3.199 -1.2 0.9 1.3
H 1.504 0.476 -2.823 -0.4 -0.8 0.3
H 0.437 -1.002 -2.548 0.1 0.4 -0.3
C -1.639 -0.059 1.377 -0.5 -1.2 -0.3
C -0.364 -0.706 1.938 0.6 0.5 0.0
C -1.677 1.256 0.617 -0.8 0.4 0.2
O -2.776 1.801 0.409 0.7 -0.5 0.1
N -0.512 1.771 0.206 1.0 -0.2 -0.7
H -2.144 -0.798 0.689 0.7 0.6 0.3
H -2.385 -0.054 2.155 -0.3 0.7 0.4
H 0.450 -0.055 2.320 -0.9 0.2 -0.2
H 0.147 -1.228 1.147 0.2 -0.6 -0.1
H -0.603 2.454 -0.547 -0.1 -0.1 0.6
H 0.383 1.173 0.094 -0.9 0.3 0.0
H -0.643 -1.372 2.765 0.1 -0.1 -0.3
```
Positions in Å, forces in eV/Å.

total charge	-1
molecular weight	132.14	g mol⁻¹
LUMO level	3.847	eV
HOMO energy	-0.173	hartree
Kohn-Sham gap	8.547	eV
energy relative to the best compared isomer or geometry (same formula, charge and spin)	0.546	eV

***

Computed, not measured: a cluster of 2 separate species, C5H10NO3 in total, with the ωB97M-V functional and the def2-TZVPD basis.

```
19
Properties=species:S:1:pos:R:3:forces:R:3
C 1.186 -1.028 1.363 0.8 -1.7 0.0
C 2.103 0.092 1.010 0.0 0.7 0.4
O 3.295 0.079 1.271 0.8 -0.5 0.1
N 1.558 1.166 0.419 0.8 0.0 -0.3
H 1.714 -1.812 1.919 0.2 0.6 0.5
H 0.942 -1.615 0.486 -0.3 0.3 -0.4
H 2.169 1.940 0.272 0.4 0.2 0.0
H 0.590 1.365 0.338 -1.7 -0.1 0.0
H 0.293 -0.742 1.878 -0.6 0.3 0.1
C -1.283 -0.547 -0.764 -0.3 1.6 2.0
C -1.293 0.270 -2.046 1.9 -1.5 -0.8
C -1.686 0.356 0.564 -1.4 -0.2 -3.3
O -2.544 -0.149 1.293 0.4 -0.1 0.9
O -1.259 1.534 0.475 0.6 0.1 1.0
H -1.976 -1.372 -0.719 0.1 -0.5 -0.3
H -0.262 -0.799 -0.489 -0.3 -0.5 -0.7
H -0.466 -0.123 -2.674 0.0 0.1 0.1
H -0.977 1.281 -1.855 -0.6 0.6 0.1
H -2.105 0.106 -2.738 -0.9 0.5 0.4
```
Positions in Å, forces in eV/Å.

total charge	-1
molecular weight	132.14	g mol⁻¹
LUMO level	3.814	eV
HOMO energy	-0.157	hartree
Kohn-Sham gap	8.074	eV
energy relative to the best compared isomer or geometry (same formula, charge and spin)	0.761	eV

***

Computed, not measured: a structure of composition C5H10NO3, with the ωB97M-V functional and the def2-TZVPD basis.

```
19
Properties=species:S:1:pos:R:3:forces:R:3
C -0.569 -0.330 -0.135 -2.9 -0.8 0.9
C 0.378 -1.190 0.064 5.5 3.2 1.0
C -0.424 1.114 0.063 1.3 0.3 -2.2
C 1.978 0.049 0.367 -6.2 -1.7 -0.2
C -1.966 -0.781 -0.395 0.0 -1.1 -2.2
N 1.179 1.294 0.080 0.6 0.8 0.1
O 0.782 -2.420 0.098 1.4 0.7 0.7
O -0.792 1.795 1.166 -1.2 0.8 0.1
O 2.896 -0.050 -0.537 1.9 -0.1 -2.3
H -0.954 1.590 -0.865 1.5 -0.1 1.7
H 2.316 -0.114 1.351 0.0 0.4 1.5
H -2.567 -0.085 -0.952 -0.2 0.8 0.0
H -2.525 -1.081 0.467 -0.2 -0.4 0.5
H -1.869 -1.587 -1.169 -0.4 0.1 1.0
H 1.561 1.699 -0.792 -0.3 -0.3 0.3
H 1.298 2.020 0.808 0.1 -0.4 -0.4
H 0.322 -3.163 -0.229 -1.6 -1.0 -0.8
H -0.715 1.334 1.997 0.0 -0.7 0.4
H 3.474 -0.769 -0.298 0.7 -0.5 -0.2
```
Positions in Å, forces in eV/Å.

total charge	+1
molecular weight	132.14	g mol⁻¹
LUMO level	-2.975	eV
HOMO energy	-0.488	hartree
Kohn-Sham gap	10.296	eV
energy relative to the best compared isomer or geometry (same formula, charge and spin)	3.753	eV

***

Computed, not measured: a cluster of 2 separate species, C5H10NO5 in total, with the ωB97M-V functional and the def2-TZVPD basis.

```
21
Properties=species:S:1:pos:R:3:forces:R:3
O 1.970 2.294 0.101 0.8 3.3 2.2
O 2.185 3.325 0.779 -0.6 -3.1 -2.1
C -0.188 0.844 -1.783 -0.1 0.7 -1.6
C 0.469 0.109 -0.742 1.5 -0.9 0.8
C -0.239 -0.341 0.461 0.3 0.5 0.6
C 0.615 -1.151 1.408 0.4 -0.2 0.4
C -0.867 0.824 1.215 -0.6 0.3 0.1
O -1.390 -1.121 0.029 0.3 -1.3 -1.3
N -0.872 -2.115 -0.984 -1.2 -0.2 0.2
O -0.241 -3.039 -0.508 -1.0 1.3 -1.4
O -1.286 -1.918 -2.114 1.0 -0.8 2.1
H 0.571 1.117 -2.528 -0.4 0.2 0.1
H -0.944 0.239 -2.320 0.2 0.4 0.3
H -0.678 1.754 -1.403 0.0 -0.1 -0.2
H 1.542 -0.099 -0.767 -0.4 0.1 -0.2
H 1.482 -0.566 1.755 -0.4 -0.1 -0.1
H 0.000 -1.436 2.270 0.2 0.0 -0.1
H 0.977 -2.059 0.925 0.1 0.2 0.2
H -0.138 1.576 1.548 0.0 -0.5 -0.1
H -1.578 1.344 0.568 -0.1 -0.1 0.2
H -1.391 0.420 2.091 0.0 0.3 -0.2
```
Positions in Å, forces in eV/Å.

<S²>	3.76
total charge	0
molecular weight	164.14	g mol⁻¹
LUMO level (spin up / spin down)	-0.041 / -1.345	eV
HOMO energy (spin up / spin down)	-0.301 / -0.404	hartree
Kohn-Sham gap (spin up / spin down)	8.139 / 9.641	eV
energy relative to the best compared isomer or geometry (same formula, charge and spin)	0.000	eV
spin multiplicity	4

***

Computed, not measured: the ion C5H10NO5S with charge -1, with the ωB97M-V functional and the def2-TZVPD basis.

```
22
Properties=species:S:1:pos:R:3:forces:R:3
C -0.903 1.609 0.058 -0.1 -3.0 -2.4
C 0.111 0.001 1.725 -1.1 0.2 -0.8
C 0.987 -1.415 -0.743 1.7 -2.1 -2.2
C 1.601 0.884 -0.657 1.6 -1.7 -3.7
C -0.402 0.224 0.303 -1.8 -1.3 2.4
N 0.516 -0.073 -0.738 1.9 -0.1 0.4
O -1.270 1.778 -1.214 -0.1 0.3 -1.2
O -3.024 -0.085 0.692 -0.8 0.7 0.8
O -0.962 2.418 0.890 -0.4 3.3 2.4
O -1.928 -0.853 -1.290 -0.7 -1.4 -1.9
O -1.668 -2.095 0.878 -0.1 0.9 -1.1
S -1.936 -0.838 0.149 1.3 -0.5 0.8
H 0.486 -0.975 1.758 0.7 -1.5 0.1
H -0.612 0.061 2.526 -0.5 0.3 -0.2
H 0.865 0.687 1.896 1.7 1.4 0.7
H 1.707 -1.759 -0.023 0.6 0.7 1.1
H 0.233 -2.127 -0.643 -1.8 -0.7 0.3
H 1.482 -1.852 -1.696 -0.7 1.7 0.7
H 2.523 0.735 -0.152 0.7 -1.5 1.5
H 2.035 0.966 -1.687 -0.6 0.5 0.4
H 1.327 1.784 -0.281 -1.3 2.9 0.6
H -1.168 0.927 -1.750 -0.2 0.9 1.3
```
Positions in Å, forces in eV/Å.

total charge	-1
molecular weight	196.20	g mol⁻¹
LUMO level	3.465	eV
HOMO energy	-0.204	hartree
Kohn-Sham gap	9.009	eV
energy relative to the best compared isomer or geometry (same formula, charge and spin)	0.000	eV